32
Properties=species:S:1:pos:R:3:forces:R:3 method="wB97M-V/def2-TZVPD" energy_ha=-5677.50551 orbital_gap_ev=7.13 molar_mass_g_mol=685.6 largest_force_ha_per_bohr=0.012 homo_energy_ev=-11.55 e_above_lowest_kcal_mol=86.0 total_charge=+1
Ir -1.205 0.982 -1.088 0.00 0.40 0.46
Cl -2.664 -1.102 -0.708 -0.10 -0.08 -0.02
C -1.310 -1.318 0.375 0.02 0.10 0.00
C -0.443 -0.240 0.282 -0.05 -0.22 0.06
C 0.716 -0.328 1.045 -0.03 0.04 -0.32
Cl 1.912 0.905 0.909 0.01 0.28 0.17
C 0.962 -1.445 1.853 0.00 0.02 -0.02
Cl 2.433 -1.550 2.745 -0.01 0.02 -0.03
C 0.044 -2.491 1.928 -0.08 -0.04 -0.03
Cl 0.345 -3.855 2.920 0.00 0.00 0.01
C -1.127 -2.433 1.164 0.04 -0.01 0.02
Cl -2.282 -3.690 1.177 -0.02 -0.01 0.00
F 0.007 0.746 -3.696 -0.06 -0.05 -0.05
C 0.001 0.074 -2.518 -0.09 0.19 0.05
F 1.340 0.018 -2.156 0.15 -0.13 -0.04
F -0.298 -1.221 -2.846 0.12 -0.15 0.02
C -2.794 4.118 1.542 0.00 0.01 -0.02
N -2.006 3.323 0.576 -0.05 -0.05 0.14
C -2.280 2.062 0.319 0.23 -0.15 -0.24
C 3.817 -0.853 -0.439 0.25 -0.35 -0.33
N 3.278 -1.669 -1.011 -0.02 0.11 0.09
C 2.610 -2.713 -1.740 0.18 -0.07 0.19
C -0.953 4.040 -0.039 0.01 0.01 -0.13
Se 0.050 3.017 -1.134 -0.04 -0.09 0.04
H -3.455 3.462 2.102 0.01 -0.01 0.00
H -3.376 4.855 0.994 0.02 0.01 0.00
H -2.112 4.637 2.208 0.00 -0.01 0.01
H -3.103 1.698 0.940 -0.04 -0.03 -0.05
H 4.498 -0.159 0.017 -0.21 0.11 0.13
H 2.697 -3.621 -1.145 0.01 -0.01 -0.04
H 3.118 -2.820 -2.695 -0.02 0.00 -0.01
H 1.577 -2.430 -1.879 -0.21 0.14 -0.05